15
Properties=species:S:1:pos:R:3:lowdin_charge:R:1 method="wB97M-V/def2-TZVPD" smiles="C/C=C/C.O" homo_lumo_gap_ev=9.833 max_force_ha_per_bohr=0.0276
H -1.185 -0.169 -1.688 0.0617
H 0.525 -0.580 -1.730 0.0730
C -0.742 -1.414 -0.127 -0.1892
H 0.807 -0.320 0.692 0.1062
C 0.012 -1.057 0.903 -0.1924
C -0.472 -0.952 -1.527 -0.1156
H 0.755 3.545 -2.067 0.0400
H -1.053 -1.821 2.667 0.0663
H 1.551 4.573 -1.365 0.0311
C -0.101 -1.369 2.384 -0.1053
H 0.068 -0.431 2.904 0.0657
O 1.050 3.772 -1.165 -0.0722
H -1.564 -2.124 -0.059 0.1017
H -0.772 -1.705 -2.228 0.0582
H 0.630 -2.161 2.586 0.0707

120
Properties=species:S:1:pos:R:3:lowdin_charge:R:1 method="wB97M-V/def2-TZVPD" homo_lumo_gap_ev=8.130 max_force_ha_per_bohr=0.0470
H 3.971 3.075 -0.324 0.0694
H 0.965 2.438 -5.283 0.1214
H -1.589 -0.976 4.499 0.1254
H 1.442 -0.005 1.178 0.0532
H 1.263 4.674 6.042 0.0791
F -0.283 -4.454 3.034 0.1104
H -4.351 5.665 -0.771 0.0802
H -1.384 -1.217 -0.429 0.0607
H -0.591 -3.771 -3.202 0.0633
O 0.956 0.291 5.147 -0.1602
C 2.456 -1.150 6.326 -0.0683
H 1.694 -1.924 6.430 0.0783
H 2.810 -0.160 0.171 0.0694
C -0.215 3.236 5.446 -0.2492
H -0.338 -3.561 -0.822 0.1086
C -1.249 1.886 -0.325 -0.0527
O 1.164 0.926 2.665 -0.2243
H 1.660 2.032 -3.739 0.1030
H 2.727 -0.025 -4.817 0.0587
H -3.458 4.115 -0.471 0.0612
C 1.277 -2.740 -3.789 -0.2360
H 5.908 -1.379 -0.306 0.1000
H -1.164 2.955 -0.118 0.0777
O 2.337 -2.994 1.125 -0.1640
C 0.926 -3.847 2.881 -0.5515
H -0.136 2.630 6.346 0.1216
C -0.856 -3.244 0.095 -0.2478
C 5.400 -0.825 -1.093 -0.2491
C -3.138 0.285 -4.536 -0.0598
O 0.775 -1.521 -4.388 -0.1832
H -0.405 5.185 6.327 0.0797
C 2.237 -0.354 5.059 -0.2781
H -0.906 -0.845 2.876 0.1021
C -2.948 -0.213 2.986 -0.0659
H 2.414 -0.945 4.161 0.1026
O -3.560 1.537 0.073 -0.1912
H -0.146 -3.856 -4.915 0.0831
H 2.110 0.532 -6.377 0.0847
N 1.870 -0.529 0.409 0.2451
H 4.449 -0.921 1.974 0.0737
H -3.654 0.274 -5.497 0.0843
H 5.556 0.236 2.758 0.0750
F 0.868 -2.758 3.690 0.1143
C -5.285 -1.174 -0.701 -0.2834
C -2.217 -0.913 -4.450 -0.2415
H -2.763 2.195 -1.818 0.1137
O -1.363 -0.833 -3.286 -0.1796
H -2.801 -1.828 -4.335 0.1222
H 1.089 -4.493 0.912 0.1551
H 4.448 -1.365 -2.965 0.0589
C 5.131 0.745 0.749 -0.2463
H 3.878 0.815 -2.343 0.0978
N 4.552 0.203 -0.494 -0.2182
C 3.458 2.411 -1.024 -0.0814
O 0.073 -2.667 0.984 -0.1100
H -3.992 4.592 -2.110 0.0816
H 2.429 -0.472 7.177 0.0760
H -2.894 0.278 2.017 0.0532
H 2.163 -3.035 -4.347 0.1217
O -1.089 0.955 3.943 -0.1724
O 0.102 0.841 -4.383 -0.1648
C -2.571 1.517 -0.990 -0.2434
H -2.435 0.473 -1.270 0.0852
H -7.309 -1.178 -1.467 0.0836
H 5.343 1.677 -1.823 0.1180
C -4.232 4.620 -1.043 -0.0635
O 0.610 2.677 4.388 -0.1683
H 3.244 1.547 -5.433 0.0866
H 6.232 -0.375 -1.662 0.1184
H -2.575 1.222 -4.513 0.0751
O -5.420 2.512 -1.324 -0.1660
C 4.375 1.279 -1.484 -0.2461
H -6.937 -2.601 -0.563 0.0771
C 0.246 -3.847 -3.895 -0.0650
P -5.094 1.343 -0.327 0.3602
C -6.755 -1.525 -0.593 -0.0709
H 0.195 5.170 4.680 0.0811
H -7.175 -1.085 0.311 0.0698
H -1.350 -4.112 0.544 0.1211
H -3.390 -1.209 2.898 0.0844
H 2.576 2.069 -0.479 0.0671
H 3.000 0.436 5.035 0.1192
H 1.562 -2.546 -2.754 0.1008
C 1.152 -3.494 1.416 -0.5087
H -1.236 3.251 5.066 0.1161
H -4.792 -1.939 -1.307 0.1091
C 1.297 1.597 -4.675 -0.2352
H 3.416 -1.666 6.283 0.0817
H 1.353 -0.533 -0.473 0.0523
C 4.630 -1.801 -1.973 -0.0689
O -5.976 1.194 0.823 -0.2035
H 0.740 -4.803 -3.713 0.0847
H 3.124 2.982 -1.890 0.0644
P 0.468 1.179 3.930 0.3687
H -1.018 1.347 0.596 0.0698
H 6.201 -0.952 1.677 0.0645
H -4.780 -1.286 0.263 0.1053
O -5.043 0.096 -1.297 -0.1735
C 5.339 -0.306 1.833 -0.0766
H 2.075 -1.532 0.751 0.0442
F 1.843 -4.664 3.378 0.1614
H 6.052 1.316 0.550 0.1248
H 4.398 1.451 1.148 0.1044
C 2.406 0.850 -5.379 -0.0676
H -2.578 -2.063 0.618 0.0636
H 5.226 -2.688 -2.187 0.0761
C 0.254 4.655 5.637 -0.0752
H -3.849 0.335 -3.711 0.0662
O 0.822 -0.196 -2.168 -0.2159
C -5.532 3.852 -0.842 -0.2536
H -6.377 4.350 -1.311 0.1198
C -1.881 -2.166 -0.211 -0.0544
H -2.425 -2.364 -1.139 0.0672
P 0.147 -0.421 -3.443 0.3668
H -0.427 1.596 -0.987 0.0564
H -3.644 0.377 3.584 0.0880
C -1.587 -0.374 3.590 -0.2289
H 3.655 -2.049 -1.555 0.0620
H -5.724 3.828 0.236 0.1160
H -1.650 -1.034 -5.375 0.1162

10
Properties=species:S:1:pos:R:3:lowdin_charge:R:1 method="wB97M-V/def2-TZVPD" homo_lumo_gap_ev=9.442 max_force_ha_per_bohr=0.0116
N 1.157 -0.885 0.759 0.1821
H -2.382 0.921 -0.640 0.1004
N 2.050 -0.081 -0.192 0.0964
C -1.606 0.331 -0.138 -0.3439
H 2.634 0.624 0.244 0.1409
N -1.831 -0.532 0.773 0.0760
C 0.589 -0.049 -0.030 -0.4986
N -0.327 0.626 -0.607 0.0709
H -2.828 -0.593 0.966 0.0346
H 2.474 -0.609 -0.948 0.1410

62
Properties=species:S:1:pos:R:3:lowdin_charge:R:1 method="wB97M-V/def2-TZVPD" homo_lumo_gap_ev=5.241 charge=+1 max_force_ha_per_bohr=0.0433
C -3.354 4.013 1.432 -0.1724
C -2.430 3.140 -1.863 -0.0294
H -5.447 6.313 5.108 0.0969
H 0.205 -2.738 3.962 0.1156
O -1.511 -0.878 0.999 -0.1331
H 2.123 -1.520 3.998 0.1112
H -2.988 -3.478 0.410 0.0401
H -2.316 3.311 -3.991 0.1215
H -2.593 5.826 0.493 0.1167
H 0.869 2.333 4.681 0.1074
H -3.213 2.380 -1.887 0.1142
H -1.735 0.834 -1.315 0.0107
H -4.607 -1.051 1.582 0.0524
H -1.259 1.686 1.449 0.0898
H 0.187 -0.140 5.325 0.1094
C -3.916 6.296 2.117 0.0000
C -0.905 4.525 -0.561 -0.0267
C -0.938 4.663 -2.984 -0.0316
C -1.922 3.668 -3.039 -0.0417
H -1.525 1.321 4.466 0.1136
H -4.305 0.615 1.078 -0.0045
C 0.138 -1.884 3.276 -0.1852
Si -2.798 -1.051 -0.080 0.4219
H -2.002 -2.109 3.204 0.1277
C -3.226 5.433 1.287 0.0387
H -4.820 7.689 4.167 0.0922
H -1.135 2.768 3.556 0.0970
H -5.183 -0.487 -0.003 0.0471
C 0.966 0.181 4.620 -0.1982
H -1.475 -0.823 4.305 0.1029
H 1.173 1.671 3.055 0.1134
C -1.292 1.054 2.341 -0.0554
H -2.982 0.017 -2.292 0.0411
C -4.988 4.425 3.198 -0.0020
C 1.286 -0.927 3.595 -0.1940
C -0.908 1.694 3.633 -0.2060
H -0.607 5.143 -3.906 0.1198
H -6.418 7.004 3.798 0.1084
C -5.390 6.754 4.105 -0.0211
C -0.392 5.040 -1.746 -0.0467
C -1.975 3.591 -0.599 -0.2190
H -3.839 7.371 1.939 0.1323
H -0.523 4.840 0.413 0.1299
H -3.016 2.081 0.548 0.0952
C -4.291 3.539 2.398 0.0345
H 0.310 -2.285 2.268 0.1138
C -2.169 -0.139 -1.572 -0.1482
H -1.996 -3.179 -1.035 0.0439
C -2.680 3.122 0.565 0.0964
C -1.275 -1.291 3.337 -0.1151
H -5.766 4.047 3.859 0.1319
H -1.378 -0.723 -2.063 0.0532
C -2.896 -2.861 -0.491 -0.1508
C 0.594 1.529 3.979 -0.1896
H 1.874 0.330 5.224 0.1092
H -4.483 2.465 2.458 0.1233
C -4.739 5.806 3.143 -0.2133
H 1.661 -0.479 2.662 0.1121
C -4.356 -0.419 0.718 -0.1374
H 0.422 5.765 -1.702 0.1185
H -3.771 -3.039 -1.133 0.0410
C -1.416 -0.290 2.223 -0.3235

166
Properties=species:S:1:pos:R:3:lowdin_charge:R:1 method="wB97M-V/def2-TZVPD" homo_lumo_gap_ev=7.535 charge=+1 max_force_ha_per_bohr=0.0950
H -0.403 3.178 -6.759 0.1106
F -2.935 -7.429 7.027 0.1243
F 0.494 5.850 0.141 0.0896
C -9.006 -9.403 9.185 -0.4404
C 3.051 3.160 -5.294 -0.1171
H 2.730 4.350 -9.627 0.0828
S 4.087 2.717 -2.649 0.7914
F -0.334 -2.333 6.523 0.0957
F 1.246 6.768 3.674 0.0956
F 3.741 5.294 3.088 0.1359
C 4.834 -2.884 6.281 -0.4379
H 4.065 7.827 -5.398 0.1157
F -4.541 -5.996 3.142 0.1061
H -1.708 2.093 -8.513 0.0807
C 2.256 6.514 4.529 -0.2772
F -5.934 -9.110 9.674 0.1039
H 4.012 -1.521 7.763 0.1724
C 2.071 0.610 -2.602 -0.5357
H 2.728 -0.348 -7.859 0.0937
H -0.307 -8.867 5.596 0.1767
H 0.740 5.303 -7.030 0.1085
F -2.401 -2.971 6.743 0.0988
C 3.176 1.121 -6.245 -0.3198
F 7.669 -0.151 4.111 0.1419
H -4.796 3.318 -11.448 0.1774
F -6.778 4.304 -10.185 0.1525
H 1.841 6.476 5.539 0.1772
F -3.039 -7.562 3.165 0.1267
F -2.102 -9.268 4.867 0.0971
O 3.359 3.362 -1.588 -0.2550
H -1.484 -1.751 8.024 0.1791
O -7.151 2.168 -10.515 0.0476
C -4.930 -7.775 4.593 -0.2953
C 2.861 3.450 -8.979 -0.0334
C -0.843 2.720 -8.842 -0.0937
F 1.747 -0.327 -3.522 0.1523
F -5.533 -8.524 3.634 0.0968
C 2.123 7.412 -7.117 -0.4763
C -7.654 1.084 -9.735 -0.0402
C -3.878 -6.863 3.963 -0.4300
H 9.009 -2.070 5.118 0.1755
F 3.820 4.909 5.206 0.1528
H -8.079 1.433 -8.792 0.1465
H 1.295 0.110 -6.818 0.0943
H -1.192 0.846 4.206 0.1481
C 1.495 5.260 0.848 -0.2948
C 2.979 5.205 4.196 -0.5206
C 0.437 -1.284 3.589 -0.2922
C 4.862 -2.198 7.648 -0.2951
F -1.522 -9.747 6.908 0.1000
C 4.991 -1.976 5.046 -0.0424
N 4.065 5.662 -5.079 -0.0670
H 1.486 2.577 2.989 0.1149
H 0.022 2.029 -8.947 0.0647
C 5.108 7.492 -3.557 -0.7169
H 2.998 5.883 -8.330 0.1121
F 3.115 7.557 4.455 0.1024
C 3.406 5.339 -6.205 -0.0721
F 6.465 -0.086 5.899 0.1361
C 0.735 -0.145 4.570 -0.4248
Cl 6.270 6.840 -5.918 0.7278
C 8.335 -1.594 5.834 -0.2804
H 2.602 -0.935 -6.164 0.1049
F -8.109 -10.412 9.149 0.1317
H -8.508 0.725 -10.310 0.1518
O 1.738 7.990 -8.030 0.2252
F -10.232 -9.984 9.043 0.1075
F 1.607 0.706 3.946 0.0848
F 1.563 -1.999 3.337 0.0900
C -0.472 0.705 5.014 -0.0414
C -5.900 -0.171 -8.260 -0.2928
H 6.260 6.754 -1.875 0.0792
C 2.392 -0.066 -6.842 -0.0022
F 1.647 7.670 -5.874 0.1160
H 2.156 4.761 0.136 0.1483
C -1.354 -8.851 5.906 -0.2759
F -3.147 -0.229 6.832 0.1548
C -4.859 2.982 -10.410 -0.2714
F -5.090 0.903 -8.132 0.0806
C 0.914 4.256 1.843 -0.4296
F 0.309 3.272 1.111 0.1000
O -1.118 0.354 6.235 0.0495
C 3.262 6.358 -7.369 0.0109
F 4.788 -3.128 8.632 0.0977
C 3.766 3.706 -4.190 -0.1586
H 2.508 2.594 -9.601 0.0964
F -9.117 -9.620 11.535 0.0984
H -9.834 -8.006 10.631 0.1739
O 5.499 2.852 -2.402 -0.2468
H -6.536 -0.226 -7.374 0.1749
O -1.775 -6.514 5.345 0.0469
F -5.966 -0.289 -10.636 0.1277
H -5.702 -7.196 5.092 0.1492
C -0.589 3.755 -7.704 -0.2247
C -5.472 -8.183 8.814 -0.2801
H 5.335 8.578 -3.689 0.1054
H -9.271 -7.534 8.063 0.1453
O 2.112 4.119 4.077 0.0436
H 4.431 -2.463 4.246 0.1442
C 2.799 4.055 -6.433 0.0130
H 7.278 7.604 -3.057 0.0846
H 0.072 -0.894 2.635 0.1740
C -3.042 -6.003 4.929 -0.0423
F 5.752 -3.873 6.212 0.1289
H 0.760 5.131 -8.882 0.1269
F -7.555 -1.233 -9.503 0.1115
F 4.147 0.412 -1.548 0.1241
F 9.037 -0.681 6.546 0.1006
F 5.991 -1.494 7.866 0.0917
H -1.161 3.209 -9.784 0.0795
C 7.169 -0.917 5.106 -0.5228
H 3.946 3.306 -8.792 0.0711
H 4.177 6.960 -7.548 0.1118
F -6.388 2.943 -8.560 0.1340
H -1.459 4.410 -7.477 0.1170
Cl 3.731 7.513 -2.374 0.6304
H 6.677 5.876 -3.351 0.0595
C 0.730 4.606 -7.907 -0.1337
F -6.070 -6.741 7.057 0.1197
F -7.857 -8.023 10.782 0.0908
F -5.097 -1.264 -8.262 0.0942
F 1.380 -0.592 5.670 0.1260
N 2.557 1.849 -5.382 0.1357
H 4.786 2.194 -7.363 0.0731
C -8.997 -8.703 10.545 -0.2966
F 1.757 0.085 -1.418 0.1891
F -4.036 3.755 -9.657 0.0840
C 4.698 7.017 -4.996 -0.5446
C -6.299 3.077 -9.898 -0.5260
N 4.291 4.902 -4.045 0.1831
C 6.436 6.892 -2.970 -0.1481
C -1.753 -7.448 6.377 -0.5162
F -4.379 1.724 -10.355 0.0902
F -7.318 -6.645 8.815 0.1403
H -3.631 -5.652 5.779 0.1396
C -6.607 -7.494 8.050 -0.5075
F 1.318 1.692 -2.828 0.1539
F -2.406 -0.940 4.938 0.1333
C -2.043 -0.689 6.212 -0.5200
C 1.994 3.654 -7.679 -0.2799
O -7.472 -8.390 7.431 0.0451
F -4.775 -7.273 9.536 0.1031
O 6.304 -1.825 4.501 0.0417
F 3.619 -3.492 6.165 0.1068
F 4.242 0.213 -3.671 0.1149
H -0.073 1.702 5.210 0.1494
F -4.413 -8.645 5.489 0.0867
F 2.186 6.258 1.434 0.0909
H 1.538 2.659 -7.459 0.1033
C -1.550 -1.938 6.949 -0.2722
H 5.081 0.452 -7.170 0.1067
F -0.832 -7.013 7.261 0.1523
H -4.787 -8.676 8.120 0.1602
C -6.741 -0.141 -9.538 -0.4408
F -0.063 4.816 2.590 0.1293
H 5.261 1.574 -5.754 0.0968
C -8.797 -8.510 7.948 -0.0401
H -2.787 -5.098 4.377 0.1456
C 3.637 0.936 -2.696 -0.4217
H 2.863 3.343 2.287 0.1504
C 4.651 1.345 -6.660 0.0158
F -0.472 -2.159 4.057 0.0960
H 4.499 -1.011 5.179 0.1397
H -9.347 -8.993 7.139 0.1502
C 1.913 3.555 2.782 -0.0465
F 7.915 -2.537 6.698 0.0990

101
Properties=species:S:1:pos:R:3:lowdin_charge:R:1 method="wB97M-V/def2-TZVPD" spin_multiplicity=3 homo_lumo_gap_ev="5.334 / 3.378" charge=-1 max_force_ha_per_bohr=0.0729
H -0.444 6.213 -2.514 0.1048
H 4.638 -2.764 -1.017 0.0369
H 3.725 0.907 -4.404 0.0741
H 1.466 1.931 -3.030 0.0709
C 2.365 4.381 -2.233 -0.0190
H 2.407 0.074 -5.069 0.0721
C 4.997 -0.753 -1.669 -0.7181
C -6.027 1.859 0.504 -0.1399
H -3.331 -1.987 1.271 0.0739
H -2.213 0.302 -1.051 0.1052
C 5.927 -0.064 -2.659 -0.1028
H -1.187 -6.560 3.859 0.0958
C 0.651 3.607 -0.608 -0.1133
C -0.266 4.629 -1.014 -0.0096
C 1.459 5.390 -2.539 -0.1302
B 1.838 1.691 0.312 -0.4514
H -0.815 1.209 5.116 0.0442
H -7.222 0.538 1.532 0.1086
H -0.305 -4.012 0.490 0.0930
C 0.192 5.498 -1.970 -0.1302
H -1.783 -5.686 1.596 0.1154
H 4.260 -2.513 -2.711 0.0424
H -7.894 -1.297 1.226 0.0721
H 0.564 -0.962 4.834 0.0941
C -6.765 0.693 0.566 -0.0763
H -4.821 1.594 -2.726 0.1190
C -8.021 -1.066 -0.659 -0.4914
H 6.573 -1.376 -0.541 0.0613
H -1.303 2.049 0.120 0.0492
N 2.625 2.386 -0.754 -0.0758
H -0.938 2.581 1.712 0.0719
H -5.895 2.456 1.413 0.1005
C -6.316 0.361 -1.741 -0.0176
Se 2.549 -2.964 1.263 0.7316
C 5.767 -0.701 -0.342 -0.1271
C -0.603 -5.806 3.363 -0.1034
H 1.626 6.094 -3.321 0.0794
C -0.858 -5.332 2.104 -0.0917
H -0.311 -1.832 3.575 0.0857
H 6.220 0.321 -0.232 0.0942
C 1.237 0.879 -2.961 -0.1081
H -1.712 -2.471 1.689 0.0529
C -2.336 -0.606 -0.366 -0.0835
H 6.954 -0.357 -2.323 0.0916
Pd 1.943 -0.496 0.642 0.1497
H -6.318 -0.343 -2.585 0.1151
H -3.377 0.867 2.640 0.0704
H 4.724 2.049 -1.069 0.0975
C -0.600 2.007 0.904 -0.2880
P -0.310 0.257 1.407 1.0972
P 3.307 -0.056 -1.416 1.0722
C -0.028 -4.357 1.469 -0.1197
C -2.146 -0.379 1.180 -0.6531
C 1.346 1.253 3.483 -0.1139
H 0.891 -1.722 -2.474 0.0615
C 3.733 1.829 -1.524 -0.2284
O -8.552 -1.411 0.550 0.0706
H 1.066 -1.266 -4.251 0.0761
C -3.252 0.606 1.588 -0.1023
H -3.330 1.530 0.934 0.0294
O -8.490 -1.656 -1.621 0.0701
H 2.316 -2.233 -3.478 0.0734
C 1.531 -1.450 -3.286 -0.0800
H 3.775 -0.919 -4.418 0.0784
H 2.227 0.901 3.010 0.0303
H -2.685 -1.591 2.855 0.0867
H -1.738 -1.437 -0.641 0.0480
N 0.665 2.596 0.428 -0.0189
H 0.576 0.769 -3.810 0.0863
H 0.720 -5.657 5.040 0.0891
C 1.150 -3.967 2.135 -0.6625
H -4.163 0.062 1.330 0.0652
C -7.012 -0.033 -0.570 -0.1968
H 3.739 2.095 -2.560 0.0633
C -1.083 1.105 4.121 -0.0681
H -1.942 0.407 4.233 0.0813
H 2.311 -4.148 3.954 0.1102
C 1.925 3.423 -1.250 -0.2404
H 5.960 1.028 -2.664 0.0765
C 4.951 -2.288 -1.926 -0.0825
H 5.923 -2.613 -2.320 0.0933
H 5.787 -0.506 -3.627 0.0597
C -5.312 2.257 -0.661 -0.8210
C -5.452 1.470 -1.773 -0.1670
C 0.051 0.439 3.279 -0.6683
C 0.484 -5.274 4.073 -0.0743
H -1.275 4.599 -0.545 0.0868
C 1.404 -4.467 3.383 -0.1725
C 3.151 -0.009 -4.299 -0.0897
C 2.354 -0.143 -2.978 -0.6759
H -1.338 2.090 3.759 0.0736
C -2.454 -1.681 1.793 -0.1214
H -3.383 -0.899 -0.455 0.0728
C 0.385 -0.947 3.728 -0.1663
H 5.238 -1.061 0.566 0.0706
H 0.503 0.780 -2.137 0.0951
H 1.180 2.251 3.166 0.0660
H 1.377 -1.244 3.323 0.0286
S -4.067 3.442 -0.642 0.4350
H 3.367 4.427 -2.629 0.0937
H 1.576 1.182 4.546 0.0860

Number 1: electronic energy -233.6058 hartree. Number 2: electronic energy -3595.7516 hartree. Number 3: electronic energy -297.5239 hartree. Number 4: electronic energy -1338.1255 hartree. Number 5: electronic energy -9448.3451 hartree. Number 6: electronic energy -5337.3515 hartree.